[1]
144
Properties=species:S:1:pos:R:3 method="wB97M-V/def2-TZVPD" energy_ha=-2536.3845 molar_mass_g_mol=829.28 fmax_ev_per_a=2.9 de_lowest_kj_mol=0.0 homo_ha=-0.41972 smiles=CCCC#N.CCCC#N.CCCC#N.CCCC#N.CCCC#N.CCCC#N.CCCC#N.CCCC#N.CCCC#N.CCCC#N.CCCC#N.CCCC#N
C 1.205 3.039 -3.154
C 0.349 1.922 -3.731
C -0.292 2.261 -5.065
C 0.692 2.753 -6.025
N 1.497 3.113 -6.752
H 2.187 3.058 -3.640
H 1.368 2.926 -2.086
H 0.780 4.029 -3.352
H -0.445 1.658 -3.025
H 0.930 1.006 -3.845
H -1.092 2.993 -4.953
H -0.718 1.356 -5.510
C 0.722 6.016 1.533
C -0.300 5.372 2.436
C -1.494 6.238 2.873
C -1.084 7.490 3.543
N -0.769 8.445 4.053
H 1.417 5.262 1.157
H 1.325 6.747 2.076
H 0.251 6.493 0.674
H 0.186 4.976 3.333
H -0.733 4.522 1.902
H -2.072 5.677 3.605
H -2.111 6.588 2.045
C 0.004 2.013 0.390
C -0.469 0.607 0.119
C 0.685 -0.397 0.042
C 1.715 0.026 -0.897
N 2.508 0.399 -1.646
H 0.581 2.362 -0.482
H 0.625 2.124 1.277
H -0.809 2.742 0.381
H -0.981 0.576 -0.847
H -1.191 0.246 0.857
H 0.344 -1.361 -0.350
H 1.127 -0.590 1.020
C -1.681 2.182 4.622
C -2.647 1.480 3.700
C -3.213 2.414 2.628
C -3.907 3.578 3.193
N -4.400 4.511 3.596
H -0.983 2.800 4.048
H -1.117 1.470 5.225
H -2.194 2.849 5.318
H -3.437 1.004 4.284
H -2.132 0.666 3.180
H -3.897 1.882 1.969
H -2.381 2.852 2.073
C 2.327 -6.992 1.579
C 3.591 -6.486 0.913
C 3.983 -5.070 1.321
C 3.003 -4.054 0.979
N 2.302 -3.181 0.713
H 1.486 -6.365 1.302
H 2.465 -7.034 2.658
H 2.095 -8.010 1.258
H 3.504 -6.516 -0.179
H 4.443 -7.127 1.152
H 4.920 -4.853 0.799
H 4.253 -5.018 2.376
C 3.817 0.201 -4.900
C 4.804 0.868 -5.854
C 6.174 0.168 -5.794
C 6.086 -1.273 -5.965
N 6.007 -2.406 -6.100
H 2.903 0.793 -4.846
H 4.221 0.102 -3.893
H 3.551 -0.786 -5.283
H 4.947 1.919 -5.619
H 4.480 0.760 -6.891
H 6.670 0.380 -4.838
H 6.866 0.569 -6.541
C 3.171 1.803 2.003
C 4.385 0.900 2.196
C 4.103 -0.527 1.739
C 5.288 -1.387 1.856
N 6.195 -2.057 1.970
H 2.992 1.987 0.938
H 3.357 2.792 2.425
H 2.276 1.394 2.474
H 4.661 0.893 3.253
H 5.236 1.296 1.639
H 3.782 -0.610 0.697
H 3.340 -0.987 2.375
C -0.254 -2.704 6.680
C -0.781 -2.085 5.412
C 0.185 -2.139 4.220
C 0.703 -3.474 3.957
N 1.109 -4.514 3.741
H -0.077 -3.766 6.531
H -0.975 -2.568 7.486
H 0.670 -2.234 7.032
H -1.214 -1.093 5.521
H -1.645 -2.707 5.123
H 1.038 -1.463 4.374
H -0.304 -1.758 3.317
C -1.962 -3.911 0.890
C -1.412 -4.517 -0.373
C -2.319 -5.619 -0.938
C -3.579 -5.062 -1.401
N -4.548 -4.535 -1.760
H -1.335 -3.071 1.197
H -1.955 -4.635 1.704
H -2.968 -3.525 0.733
H -0.431 -4.963 -0.197
H -1.298 -3.747 -1.135
H -2.515 -6.366 -0.165
H -1.829 -6.137 -1.765
C -3.733 0.179 -1.504
C -3.453 -1.222 -0.934
C -4.673 -1.760 -0.160
C -5.097 -0.812 0.869
N -5.435 -0.057 1.686
H -3.655 0.991 -0.778
H -4.740 0.232 -1.930
H -3.032 0.372 -2.319
H -2.594 -1.180 -0.255
H -3.146 -1.863 -1.757
H -4.532 -2.719 0.331
H -5.536 -1.806 -0.829
C 1.287 -4.605 -4.720
C 2.257 -3.480 -4.448
C 1.896 -2.643 -3.222
C 0.578 -2.036 -3.321
N -0.446 -1.507 -3.393
H 0.305 -4.228 -5.015
H 1.144 -5.204 -3.814
H 1.662 -5.276 -5.491
H 2.368 -2.861 -5.339
H 3.249 -3.905 -4.272
H 2.599 -1.814 -3.121
H 1.939 -3.249 -2.316
C -6.065 3.943 0.305
C -5.975 5.388 -0.130
C -4.673 6.072 0.291
C -3.508 5.225 0.180
N -2.586 4.549 0.079
H -7.008 3.490 -0.002
H -5.979 3.838 1.388
H -5.270 3.333 -0.137
H -6.806 5.932 0.318
H -6.074 5.455 -1.214
H -4.710 6.370 1.348
H -4.494 6.995 -0.261



[2]
153
Properties=species:S:1:pos:R:3 method="wB97M-V/def2-TZVPD" energy_ha=-3011.3250 molar_mass_g_mol=907.23 fmax_ev_per_a=3.4 de_lowest_kj_mol=256.5 homo_ha=-0.33316 smiles="O=C1CCCO1.O=C1CCCO1.O=C1CCCO1.C1CCOC1.C1CCOC1.C1CCOC1.C1CCOC1.C1CCOC1.C1CCOC1.C1CCOC1.C1CCOC1.C1CCOC1"
O -7.436 10.745 11.791
C -7.517 9.613 11.392
C -8.774 8.796 11.276
C -8.215 7.533 10.583
C -6.697 7.555 10.897
O -6.392 8.904 11.195
H -8.975 8.561 12.323
H -9.540 9.387 10.788
H -8.637 6.583 10.906
H -8.356 7.601 9.501
H -6.535 6.908 11.763
H -6.151 7.196 10.027
O -3.840 11.062 15.169
C -3.741 9.917 14.861
C -3.794 9.403 13.459
C -4.036 7.907 13.661
C -3.564 7.632 15.118
O -3.527 8.918 15.740
H -4.543 9.908 12.856
H -2.820 9.541 12.982
H -5.125 7.843 13.601
H -3.570 7.209 12.977
H -4.063 6.818 15.639
H -2.533 7.268 15.045
O -7.779 3.206 10.823
C -8.457 3.814 10.052
C -9.935 4.133 10.193
C -10.241 4.910 8.913
C -8.984 4.781 8.033
O -7.944 4.230 8.865
H -10.585 3.262 10.194
H -10.102 4.718 11.094
H -11.130 4.583 8.376
H -10.414 5.979 9.056
H -9.207 4.053 7.253
H -8.683 5.742 7.627
C -2.568 10.430 9.559
C -3.280 9.184 10.026
C -2.082 8.462 10.619
O -1.304 9.485 11.248
C -1.687 10.767 10.767
H -3.215 11.229 9.192
H -1.913 10.189 8.712
H -3.731 8.702 9.155
H -4.089 9.493 10.686
H -1.386 8.003 9.913
H -2.392 7.732 11.367
H -0.975 11.589 10.717
H -2.391 11.194 11.506
C -5.537 13.820 9.169
C -6.294 13.299 10.448
C -5.115 12.840 11.235
O -4.192 13.920 11.105
C -4.204 14.346 9.742
H -6.145 14.605 8.723
H -5.399 12.943 8.537
H -7.033 12.572 10.117
H -6.867 14.065 10.970
H -4.671 11.896 10.898
H -5.322 12.769 12.304
H -3.314 13.904 9.284
H -4.202 15.434 9.668
C -7.173 8.894 17.059
C -7.462 9.900 15.994
C -8.552 9.239 15.068
O -9.142 8.300 16.007
C -8.251 7.805 16.982
H -7.159 9.343 18.059
H -6.142 8.522 17.069
H -6.615 10.329 15.464
H -8.053 10.698 16.452
H -8.134 8.544 14.334
H -9.292 9.939 14.697
H -7.794 6.865 16.652
H -8.783 7.642 17.916
C -5.682 6.111 5.801
C -6.512 6.587 4.620
C -7.403 7.700 5.168
O -6.588 8.246 6.188
C -5.868 7.231 6.859
H -4.669 6.025 5.411
H -6.051 5.196 6.260
H -7.043 5.708 4.246
H -5.902 6.990 3.815
H -8.394 7.447 5.576
H -7.640 8.483 4.445
H -6.462 6.921 7.729
H -4.948 7.720 7.186
C -5.561 2.759 13.553
C -4.318 3.049 12.704
C -4.353 4.550 12.433
O -5.298 5.104 13.361
C -6.240 4.133 13.755
H -5.302 2.305 14.514
H -6.243 1.991 13.182
H -4.452 2.576 11.729
H -3.511 2.597 13.275
H -4.468 4.768 11.372
H -3.379 4.933 12.751
H -7.125 4.213 13.116
H -6.466 4.244 14.816
C -11.457 12.556 8.232
C -11.088 11.589 9.374
C -10.522 12.487 10.465
O -10.429 13.800 9.910
C -11.488 13.876 8.979
H -12.404 12.363 7.715
H -10.778 12.545 7.375
H -10.530 10.751 8.951
H -11.979 11.074 9.744
H -9.536 12.172 10.797
H -11.231 12.526 11.294
H -11.538 14.796 8.396
H -12.465 13.928 9.491
C -11.459 8.947 6.763
C -12.954 9.040 6.892
C -13.218 8.725 8.376
O -12.089 7.910 8.762
C -11.149 7.794 7.705
H -10.915 9.850 7.028
H -11.211 8.652 5.741
H -13.582 8.335 6.344
H -13.313 10.043 6.656
H -14.151 8.194 8.554
H -13.273 9.713 8.840
H -11.230 6.862 7.128
H -10.083 7.829 7.954
C -14.062 9.403 13.494
C -13.365 8.441 12.601
C -11.937 8.943 12.563
O -12.073 10.368 12.681
C -13.395 10.703 13.060
H -13.797 9.211 14.538
H -15.138 9.381 13.330
H -13.857 8.451 11.622
H -13.400 7.399 12.932
H -11.387 8.624 11.681
H -11.375 8.570 13.428
H -13.918 11.160 12.206
H -13.320 11.479 13.828
C -9.379 13.561 15.730
C -7.950 13.828 15.323
C -7.868 13.405 13.895
O -9.197 13.461 13.423
C -10.080 13.008 14.467
H -9.912 14.496 15.907
H -9.556 12.889 16.572
H -7.141 13.462 15.963
H -7.734 14.898 15.429
H -7.422 12.403 13.783
H -7.165 13.980 13.288
H -10.244 11.925 14.486
H -11.084 13.417 14.369